Formula: C25H38F9IO15S
Source: the OMol25 dataset
Level of theory: ωB97M-V with the def2-TZVPD basis set

**Charge**: 0
**Orbital gap**: 10.1 eV
**E**: -100647.47041 eV

Geometry (Å):
1 C 6.30 2.38 -0.10
2 C 6.55 1.26 -1.07
3 O 7.60 1.13 -1.65
4 O 5.52 0.44 -1.38
5 C 4.55 0.13 -0.36
6 C 3.80 -1.13 -0.80
7 C 2.31 -0.89 -1.10
8 C 1.34 -1.26 0.00
9 C -0.07 -0.63 -0.22
10 C -1.19 -1.56 -0.68
11 C -2.44 -0.82 -1.18
12 F -2.14 0.46 -1.59
13 F -2.94 -1.48 -2.27
14 C -3.57 -0.71 -0.13
15 F -4.05 -1.95 0.11
16 F -3.04 -0.26 1.04
17 C -4.73 0.27 -0.48
18 F -4.97 0.30 -1.81
19 F -4.37 1.50 -0.07
20 C -6.08 -0.06 0.22
21 F -6.99 0.82 -0.18
22 F -6.51 -1.28 -0.09
23 F -5.94 0.02 1.54
24 O 1.85 -0.58 1.24
25 S 1.65 -1.46 2.53
26 O 0.78 -0.82 3.45
27 O 2.93 -1.96 2.94
28 O 0.84 -2.63 1.79
29 C 1.45 -2.70 0.49
30 I 0.81 -4.32 -0.71
31 H 7.27 2.66 0.33
32 H 5.62 2.14 0.71
33 H 5.93 3.25 -0.64
34 H 3.87 0.98 -0.24
35 H 5.06 -0.03 0.59
36 H 4.28 -1.50 -1.70
37 H 3.94 -1.88 -0.03
38 H 2.16 0.17 -1.32
39 H 2.00 -1.42 -2.01
40 H 0.04 0.15 -0.97
41 H -0.36 -0.14 0.71
42 H -0.86 -2.14 -1.54
43 H -1.50 -2.25 0.11
44 H 2.50 -2.94 0.64
45 C -4.45 -0.41 -5.03
46 C -5.33 -0.32 -6.25
47 O -4.77 -1.00 -7.38
48 C -4.91 -2.33 -7.38
49 O -5.48 -2.98 -6.54
50 O -4.30 -2.81 -8.46
51 C -4.34 -4.23 -8.57
52 H -3.44 -0.06 -5.27
53 H -4.85 0.19 -4.22
54 H -4.37 -1.44 -4.68
55 H -5.44 0.71 -6.57
56 H -6.33 -0.71 -6.05
57 H -5.37 -4.60 -8.51
58 H -3.74 -4.70 -7.79
59 H -3.93 -4.47 -9.55
60 C -3.03 -1.45 4.91
61 C -3.78 -2.20 3.84
62 O -3.66 -3.63 3.99
63 C -4.43 -4.17 4.93
64 O -5.23 -3.60 5.62
65 O -4.16 -5.48 4.98
66 C -4.90 -6.19 5.97
67 H -1.98 -1.76 4.94
68 H -3.06 -0.38 4.71
69 H -3.46 -1.63 5.90
70 H -3.37 -1.99 2.86
71 H -4.84 -1.93 3.83
72 H -5.96 -6.02 5.87
73 H -4.57 -5.90 6.97
74 H -4.67 -7.24 5.81
75 C 7.62 8.92 1.21
76 C 6.59 7.93 0.72
77 O 6.89 6.59 1.15
78 C 6.56 6.30 2.41
79 O 6.01 7.04 3.18
80 O 6.93 5.05 2.66
81 C 6.68 4.61 3.99
82 H 8.62 8.61 0.91
83 H 7.42 9.90 0.79
84 H 7.60 9.00 2.30
85 H 6.59 7.87 -0.37
86 H 5.59 8.20 1.05
87 H 5.64 4.78 4.26
88 H 7.33 5.13 4.69
89 H 6.90 3.55 4.01


Formula: C25H38FN5O8PS
Source: the OMol25 dataset
Level of theory: ωB97M-V with the def2-TZVPD basis set

**Charge**: +1
**Orbital gap**: 2.1 eV
**E**: -73192.92645 eV

Geometry (Å):
1 C 5.10 -0.68 -2.52
2 C 4.09 -0.79 -3.77
3 C 2.95 -1.88 -3.50
4 O 2.12 -1.59 -2.31
5 C 0.93 -0.89 -2.67
6 C -0.20 -1.66 -3.46
7 C -0.01 -3.23 -3.81
8 O 0.50 -3.59 -4.91
9 N -0.36 -4.31 -2.85
10 C -0.74 -5.51 -3.64
11 O -0.24 -6.63 -3.48
12 F -1.77 -5.42 -4.66
13 C -1.54 -0.94 -3.91
14 C -2.74 -1.68 -4.66
15 N -3.12 -2.86 -3.80
16 C -3.99 -2.43 -2.67
17 C -1.63 0.57 -3.57
18 C -0.51 1.34 -2.79
19 C 0.79 0.65 -2.31
20 S 2.07 1.61 -1.38
21 C 2.58 0.50 0.06
22 O 3.30 1.87 -2.19
23 O 1.58 2.88 -0.75
24 C -1.07 2.83 -2.70
25 O -0.99 3.74 -1.85
26 N -1.87 2.91 -3.97
27 P -2.99 4.29 -4.11
28 N -2.31 5.72 -3.89
29 C -2.73 1.69 -3.85
30 O -3.99 1.60 -3.92
31 H 5.37 0.40 -2.25
32 H 4.65 -1.27 -1.65
33 H 6.07 -1.23 -2.84
34 H 4.68 -1.14 -4.70
35 H 3.60 0.20 -4.07
36 H 3.47 -2.90 -3.38
37 H 2.31 -1.95 -4.46
38 H -1.17 -4.02 -2.26
39 H -3.61 -0.92 -4.74
40 H -2.37 -2.00 -5.70
41 H -3.55 -3.60 -4.37
42 H -3.51 -1.64 -1.99
43 H -4.99 -1.98 -3.07
44 H -4.23 -3.36 -2.03
45 H 2.42 1.04 1.07
46 H 1.86 -0.40 0.09
47 H 3.64 0.09 -0.06
48 H -3.48 4.26 -5.48
49 H -4.07 4.10 -3.18
50 H -1.31 5.58 -3.68
51 C 0.65 0.61 7.32
52 C 1.20 0.81 5.88
53 C 1.02 2.29 5.46
54 C -0.44 2.64 5.17
55 C -1.02 1.70 4.12
56 C -0.85 0.19 4.47
57 N 0.54 -0.14 4.93
58 O 1.30 -0.21 3.85
59 C -1.87 -0.22 5.57
60 C -1.30 -0.64 3.24
61 C 2.72 0.51 6.04
62 H 1.27 1.16 8.04
63 H -0.36 0.99 7.46
64 H 0.68 -0.44 7.61
65 H 1.62 2.50 4.57
66 H 1.39 2.95 6.25
67 H -1.03 2.61 6.08
68 H -0.49 3.67 4.80
69 H -2.08 1.93 3.99
70 H -0.54 1.91 3.16
71 H -1.65 -1.22 5.96
72 H -2.88 -0.25 5.17
73 H -1.91 0.48 6.41
74 H -0.74 -0.38 2.33
75 H -2.35 -0.45 3.01
76 H -1.18 -1.71 3.42
77 H 2.88 -0.53 6.33
78 H 3.16 1.14 6.82
79 H 3.29 0.71 5.13


Formula: C25H38GeN4O3PtS
Source: the OMol25 dataset
Level of theory: ωB97M-V with the def2-TZVPD basis set

**Expectation value of S²**: 0.759
**Charge**: +3
**Relative energy (zero: lowest compared OMol25 entry of this formula, charge and spin)**: 75.3 kcal/mol
**Orbital gap (spin up / spin down)**: 5.1 / 5.1 eV
**E**: -109214.48349 eV
**Multiplicity**: 2

Geometry (Å):
1 Pt 0.33 -0.26 -0.03
2 C 1.81 2.10 2.12
3 C 0.31 2.24 2.25
4 C -0.16 3.49 1.55
5 C -0.09 2.25 3.71
6 O -0.32 1.03 1.61
7 Ge -1.74 0.06 2.18
8 O -0.76 -1.39 2.55
9 C -1.03 -2.38 3.56
10 C -0.93 -3.77 2.90
11 C -2.44 -2.22 4.16
12 C -0.01 -2.27 4.67
13 O -1.84 -0.29 0.36
14 C -2.98 -0.87 -0.40
15 C -4.18 0.04 -0.23
16 C -2.60 -0.99 -1.87
17 C -3.31 -2.25 0.14
18 H 2.29 3.05 2.39
19 H 2.09 1.85 1.10
20 H 2.19 1.32 2.79
21 H 0.20 4.37 2.09
22 H -1.26 3.54 1.53
23 H 0.21 3.54 0.53
24 H 0.43 3.05 4.23
25 H 0.18 1.30 4.19
26 H -1.17 2.41 3.83
27 H -1.67 -3.88 2.11
28 H -1.11 -4.53 3.66
29 H 0.07 -3.91 2.48
30 H -3.21 -2.33 3.39
31 H -2.52 -1.22 4.62
32 H -2.61 -2.97 4.92
33 H 1.01 -2.41 4.29
34 H -0.20 -3.02 5.43
35 H -0.07 -1.28 5.14
36 H -3.93 1.08 -0.44
37 H -4.57 -0.02 0.80
38 H -4.98 -0.26 -0.90
39 H -2.59 -0.02 -2.37
40 H -3.32 -1.63 -2.38
41 H -1.61 -1.45 -1.97
42 H -3.40 -2.22 1.23
43 H -2.54 -2.98 -0.12
44 H -4.26 -2.59 -0.27
45 N 3.48 -3.09 -0.39
46 C 2.69 -2.04 -0.42
47 S 1.96 -1.41 0.98
48 N 2.51 -1.40 -1.59
49 N 1.61 -0.48 -1.54
50 C 1.61 0.45 -2.59
51 C 2.64 0.49 -3.55
52 C 4.01 0.38 -3.16
53 C 5.00 0.44 -4.11
54 C 4.66 0.57 -5.46
55 C 3.32 0.66 -5.86
56 C 2.32 0.65 -4.93
57 C 0.52 1.38 -2.50
58 C 0.30 2.42 -3.39
59 C -0.77 3.29 -3.16
60 C -1.56 3.09 -2.05
61 C -1.27 2.03 -1.18
62 N -0.25 1.21 -1.41
63 H 3.71 -3.55 0.48
64 H 3.93 -3.41 -1.23
65 H 4.27 0.34 -2.11
66 H 6.03 0.41 -3.81
67 H 5.44 0.60 -6.20
68 H 3.07 0.70 -6.92
69 H 1.29 0.66 -5.25
70 H 0.96 2.57 -4.23
71 H -0.95 4.11 -3.84
72 H -2.38 3.76 -1.82
73 H -1.85 1.84 -0.30


Formula: C25H38N4O2
Source: the OMol25 dataset
Level of theory: ωB97M-V with the def2-TZVPD basis set

**Charge**: 0
**Relative energy (zero: lowest compared OMol25 entry of this formula, charge and spin)**: 0.0 kcal/mol
**Orbital gap**: 8.4 eV
**E**: -36599.71631 eV
**Structure (SMILES)**: CCc1ccc2[nH]c(=O)c(CN(CCN(CC)CC)C(=O)NC3CCCCC3)cc2c1

Geometry (Å):
1 C -0.69 3.05 -4.40
2 H -1.16 2.56 -3.54
3 H -1.39 3.78 -4.80
4 H -0.50 2.30 -5.16
5 C 0.61 3.73 -3.97
6 C 1.57 2.71 -3.42
7 C 1.56 2.38 -2.08
8 C 2.42 1.40 -1.57
9 C 3.30 0.74 -2.45
10 C 3.32 1.09 -3.80
11 C 2.47 2.06 -4.27
12 H 2.49 2.32 -5.32
13 H 4.01 0.59 -4.47
14 N 4.13 -0.23 -1.94
15 C 4.16 -0.66 -0.63
16 O 4.92 -1.56 -0.31
17 C 3.24 0.04 0.27
18 C 2.43 1.01 -0.20
19 H 1.76 1.51 0.49
20 C 3.18 -0.42 1.70
21 N 1.87 -0.97 2.01
22 C 0.95 -0.12 2.57
23 O 1.27 0.93 3.10
24 N -0.34 -0.59 2.54
25 H -0.57 -1.17 1.74
26 C -1.40 0.22 3.10
27 C -2.66 -0.65 3.24
28 C -3.79 0.15 3.87
29 C -4.10 1.39 3.03
30 C -2.85 2.26 2.90
31 C -1.71 1.47 2.28
32 H -0.80 2.08 2.23
33 H -1.97 1.18 1.26
34 H -2.55 2.61 3.89
35 H -3.07 3.14 2.29
36 H -4.90 1.97 3.49
37 H -4.43 1.09 2.04
38 H -4.69 -0.47 3.95
39 H -3.51 0.46 4.88
40 H -2.43 -1.52 3.86
41 H -2.96 -1.00 2.25
42 H -1.06 0.54 4.09
43 C 1.60 -2.33 1.63
44 H 0.87 -2.75 2.33
45 H 2.53 -2.89 1.72
46 C 1.09 -2.51 0.19
47 N -0.31 -2.12 0.05
48 C -1.23 -3.24 0.19
49 C -1.30 -4.21 -0.99
50 H -1.70 -3.73 -1.87
51 H -0.32 -4.62 -1.22
52 H -1.96 -5.04 -0.72
53 H -0.93 -3.78 1.09
54 H -2.23 -2.83 0.38
55 C -0.53 -1.27 -1.12
56 H 0.15 -0.42 -1.03
57 H -0.28 -1.79 -2.06
58 C -1.96 -0.74 -1.21
59 H -2.26 -0.30 -0.26
60 H -2.00 0.03 -1.98
61 H -2.67 -1.52 -1.48
62 H 1.71 -1.91 -0.48
63 H 1.23 -3.56 -0.09
64 H 3.95 -1.18 1.86
65 H 3.34 0.42 2.37
66 H 4.77 -0.69 -2.57
67 H 0.88 2.87 -1.41
68 H 1.05 4.23 -4.83
69 H 0.39 4.48 -3.21


Formula: C25H38N8OPPdSSe
Source: the OMol25 dataset
Level of theory: ωB97M-V with the def2-TZVPD basis set

**Charge**: +3
**Relative energy (zero: lowest compared OMol25 entry of this formula, charge and spin)**: 0.0 kcal/mol
**Orbital gap (spin up / spin down)**: 5.2 / 5.2 eV
**E**: -129436.98454 eV

Geometry (Å):
1 Pd -0.57 -0.02 1.03
2 S -1.68 -1.25 5.10
3 C -0.51 -0.03 5.28
4 C -0.03 0.44 4.09
5 C -0.64 -0.26 3.02
6 C -1.58 -1.17 3.40
7 C -2.41 -1.85 2.42
8 C -3.35 -2.84 2.67
9 C -4.08 -3.34 1.60
10 C -3.86 -2.86 0.32
11 C -2.90 -1.88 0.14
12 N -2.20 -1.40 1.17
13 H -0.22 0.29 6.27
14 H 0.69 1.23 4.01
15 H -3.50 -3.20 3.68
16 H -4.82 -4.12 1.77
17 H -4.42 -3.23 -0.52
18 H -2.67 -1.47 -0.83
19 N -4.43 4.89 1.08
20 C -3.59 3.86 1.08
21 C -3.07 3.33 2.28
22 C -2.20 2.28 2.24
23 N -1.80 1.71 1.09
24 C -2.29 2.19 -0.08
25 C -3.16 3.24 -0.12
26 H -4.75 5.30 1.94
27 H -4.81 5.25 0.22
28 H -3.35 3.75 3.24
29 H -1.79 1.87 3.16
30 H -1.96 1.70 -0.98
31 H -3.51 3.60 -1.08
32 C 1.26 0.07 -4.52
33 N 0.88 0.37 -3.14
34 C 0.76 1.81 -2.87
35 P 0.17 -0.75 -2.19
36 O -0.76 -0.11 -1.17
37 N 1.36 -1.59 -1.36
38 C 2.79 -1.48 -1.62
39 C 0.94 -2.24 -0.17
40 N -0.63 -1.88 -3.06
41 C -0.02 -3.08 -3.63
42 C -1.90 -1.50 -3.68
43 H 2.26 0.46 -4.72
44 H 0.57 0.53 -5.23
45 H 1.28 -1.00 -4.69
46 H 1.69 2.31 -3.13
47 H 0.54 1.98 -1.82
48 H -0.04 2.25 -3.47
49 H 2.96 -0.91 -2.52
50 H 3.23 -2.47 -1.75
51 H 3.30 -0.98 -0.79
52 H 0.11 -2.93 -0.31
53 H 0.54 -1.47 0.59
54 H 1.77 -2.75 0.32
55 H 0.90 -3.33 -3.11
56 H 0.19 -2.96 -4.69
57 H -0.71 -3.92 -3.52
58 H -2.35 -0.67 -3.14
59 H -2.58 -2.35 -3.65
60 H -1.76 -1.20 -4.72
61 C 4.07 2.68 -0.53
62 N 4.19 1.60 0.46
63 C 5.36 1.00 0.80
64 C 5.06 0.03 1.72
65 N 3.72 0.08 1.93
66 C 3.00 -0.78 2.87
67 C 3.17 1.04 1.15
68 Se 1.42 1.65 1.03
69 H 5.06 3.10 -0.70
70 H 3.41 3.46 -0.15
71 H 3.67 2.28 -1.46
72 H 6.31 1.29 0.39
73 H 5.71 -0.66 2.24
74 H 3.73 -1.36 3.42
75 H 2.33 -1.45 2.33
76 H 2.43 -0.17 3.56


Formula: C25H38NOZr
Source: the OMol25 dataset
Level of theory: ωB97M-V with the def2-TZVPD basis set

**Charge**: +1
**Orbital gap (spin up / spin down)**: 5.3 / 5.3 eV
**E**: -31353.58024 eV

Geometry (Å):
1 C -0.44 2.55 0.53
2 C -0.15 2.42 -0.87
3 C 1.19 1.92 -0.99
4 C 1.71 1.72 0.34
5 C 0.70 2.15 1.26
6 Zr 0.04 -0.06 -0.17
7 C 1.75 -2.41 0.47
8 C 0.51 -1.95 1.23
9 H -0.33 -2.66 1.28
10 C 0.46 -0.76 1.97
11 H 1.37 -0.39 2.47
12 H -0.45 -0.53 2.55
13 C 1.69 -3.93 0.20
14 H 0.80 -4.20 -0.38
15 H 2.57 -4.22 -0.37
16 H 1.68 -4.49 1.14
17 C 3.04 -2.11 1.25
18 H 3.23 -1.03 1.33
19 H 2.98 -2.53 2.26
20 H 3.90 -2.56 0.74
21 C -0.99 2.91 -1.99
22 H -2.03 2.58 -1.88
23 H -0.99 4.01 -2.05
24 H -0.61 2.53 -2.95
25 C 1.97 1.94 -2.26
26 H 1.55 1.25 -3.00
27 H 1.95 2.95 -2.71
28 H 3.01 1.66 -2.10
29 C 3.15 1.49 0.66
30 H 3.62 0.82 -0.07
31 H 3.72 2.44 0.65
32 H 3.27 1.06 1.66
33 C 0.88 2.35 2.73
34 H 1.71 1.75 3.13
35 H 1.10 3.40 2.96
36 H -0.04 2.08 3.27
37 C -1.67 3.16 1.10
38 H -1.83 2.82 2.14
39 H -1.60 4.26 1.13
40 H -2.56 2.90 0.51
41 C 1.76 -1.69 -0.85
42 C 0.58 -1.85 -1.57
43 C 2.96 -1.29 -1.52
44 C 0.53 -1.59 -2.97
45 H -0.15 -2.52 -1.06
46 C 2.92 -1.16 -2.90
47 H 3.90 -1.18 -0.97
48 C 1.71 -1.27 -3.61
49 H -0.42 -1.71 -3.49
50 H 3.85 -0.98 -3.45
51 H 1.72 -1.14 -4.69
52 C -5.23 -0.80 1.25
53 N -3.81 -0.95 0.91
54 C -3.07 -2.07 1.51
55 C -3.20 -0.10 0.12
56 C -3.98 0.95 -0.58
57 O -1.91 -0.20 -0.03
58 H -5.50 -1.63 1.91
59 H -5.86 -0.85 0.34
60 H -5.42 0.15 1.76
61 H -2.59 -2.68 0.73
62 H -2.31 -1.71 2.22
63 H -3.80 -2.68 2.04
64 H -4.29 1.73 0.14
65 H -3.38 1.38 -1.39
66 H -4.89 0.51 -1.03